{"formula": "C3H5NO2", "method": "ωB97M-V/def2-TZVPD", "elements": ["O", "C", "C", "N", "C", "O", "H", "H", "H", "H", "H"], "xyz": [[1.765291, -1.406104, -0.342168], [1.569857, -0.475097, 0.403175], [0.388517, 0.458393, 0.275546], [-0.478401, 0.087539, -0.820664], [-2.907182, -0.558549, 0.210903], [-2.499623, -0.584985, 1.275505], [2.255248, -0.264906, 1.248138], [-0.143487, 0.424565, 1.245008], [0.788515, 1.480895, 0.190789], [-0.093628, -0.734175, -1.280639], [-0.582293, 0.824821, -1.505440]], "atomic_forces_ev_per_a": [[-0.1, 0.4, 0.3], [0.0, -0.2, -0.2], [0.1, 0.0, 0.0], [0.2, 0.1, -0.2], [0.4, -0.1, 1.4], [-0.6, 0.0, -1.2], [0.0, 0.0, -0.1], [0.1, 0.0, -0.2], [-0.1, -0.2, 0.0], [-0.1, 0.1, 0.0], [0.1, -0.1, 0.1]], "lowdin_charge": [0.04, -0.25, -0.25, -0.02, -0.01, -0.02, 0.12, 0.10, 0.12, 0.07, 0.08], "gap_ha": 0.3899, "total_energy_ha": -322.520171}

=====

{"formula": "C5H9N3O", "method": "ωB97M-V/def2-TZVPD", "elements": ["C", "C", "C", "C", "C", "N", "N", "N", "O", "H", "H", "H", "H", "H", "H", "H", "H", "H"], "xyz": [[-3.131184, -0.040603, -0.137348], [-1.556972, 1.537936, 0.143119], [-1.981510, -0.701082, -0.135945], [-0.993763, 0.357447, -0.078016], [1.847955, 0.717540, 0.862472], [-1.716598, -2.024729, -0.372405], [1.778212, -0.236236, -1.372935], [1.296863, -0.287497, -0.120860], [-2.878407, 1.304981, 0.103789], [-4.120164, -0.295771, -0.156753], [-1.275798, 2.544713, 0.169363], [1.186010, 0.769043, 1.661016], [2.766736, 0.276456, 1.210582], [1.866662, 1.637289, 0.352775], [-0.776642, -2.234412, -0.407668], [-2.237227, -2.705783, 0.258188], [1.085154, -0.779704, -1.943019], [1.918354, 0.652653, -1.956237]], "atomic_forces_ev_per_a": [[1.3, 2.2, 1.0], [-0.8, -1.5, -0.7], [1.7, 1.0, -0.7], [3.0, -1.7, 0.4], [-0.2, -2.4, -2.5], [-3.1, -2.0, 1.1], [-1.1, 0.3, -2.2], [-1.6, 0.8, 1.4], [-2.3, 0.5, -0.1], [-2.2, -0.6, -0.1], [0.5, 1.1, 0.3], [-1.3, 0.0, 1.3], [0.8, 0.4, 0.0], [0.8, 1.5, -0.3], [2.3, -0.5, 0.2], [1.1, 1.4, -1.3], [1.3, 0.3, 0.6], [-0.2, -0.8, 1.8]], "lowdin_charge": [-0.06, -0.15, -0.36, 0.05, -0.10, 0.09, -0.05, -0.14, -0.03, 0.10, 0.10, 0.04, 0.07, 0.05, 0.03, 0.13, 0.10, 0.12], "gap_ha": [0.3185, 0.3047], "total_energy_ha": -435.209644}

=====

{"formula": "C4H8O2S2", "method": "ωB97M-V/def2-TZVPD", "elements": ["C", "C", "C", "C", "H", "H", "H", "H", "H", "H", "H", "H", "O", "O", "S", "S"], "xyz": [[-0.395046, 1.235954, 0.915100], [0.801509, 0.223926, 1.126936], [-0.943640, -1.139822, -0.386373], [-0.278004, -0.257838, -1.454255], [-0.112131, 2.269913, 1.274925], [-1.393803, 0.895571, 1.153750], [1.470792, 0.287713, 2.076992], [1.551019, 0.542801, 0.208277], [-1.106236, -2.215394, -0.809471], [-1.916187, -0.890805, 0.085456], [0.813295, -0.449120, -1.700032], [-0.942030, -0.205788, -2.288421], [1.216160, 1.955585, -0.993981], [1.328572, -2.330925, 0.659025], [-0.228378, 1.528409, -0.868956], [0.134109, -1.450177, 1.001026]], "atomic_forces_ev_per_a": [[2.4, 0.4, 0.0], [1.6, 1.3, -0.4], [0.5, -2.5, -1.3], [0.0, 1.0, 1.3], [-0.7, -1.2, 0.1], [-0.1, 0.2, 0.4], [-1.6, 0.0, -1.5], [-1.4, -1.3, 2.3], [0.3, 1.8, 0.6], [0.5, 0.4, -0.8], [-1.5, -0.3, 0.3], [0.0, -0.1, -1.0], [-1.0, -0.1, -0.3], [-1.7, 1.0, -0.2], [0.5, 0.2, -0.8], [2.2, -0.9, 1.2]], "lowdin_charge": [-0.36, -0.40, -0.42, -0.32, 0.11, 0.07, 0.12, 0.11, 0.13, 0.09, 0.13, 0.06, -0.56, -0.54, 0.91, 0.87], "gap_ha": 0.3456, "total_energy_ha": -1103.961180}

=====

{"formula": "C38H82N4O5", "method": "ωB97M-V/def2-TZVPD", "elements": ["C", "C", "C", "C", "C", "C", "N", "O", "C", "C", "C", "H", "H", "H", "H", "H", "H", "H", "H", "H", "H", "H", "H", "H", "H", "H", "H", "H", "H", "H", "C", "C", "C", "C", "C", "C", "N", "O", "C", "C", "C", "H", "H", "H", "H", "H", "H", "H", "H", "H", "H", "H", "H", "H", "H", "H", "H", "H", "H", "H", "C", "C", "C", "C", "C", "C", "N", "O", "C", "C", "C", "H", "H", "H", "H", "H", "H", "H", "H", "H", "H", "H", "H", "H", "H", "H", "H", "H", "H", "H", "C", "C", "C", "C", "C", "C", "N", "O", "C", "C", "C", "H", "H", "H", "H", "H", "H", "H", "H", "H", "H", "H", "H", "H", "H", "H", "H", "H", "H", "H", "C", "C", "O", "H", "H", "H", "H", "H", "H"], "xyz": [[-1.356352, -6.593617, -1.561338], [-1.528563, -7.000498, -0.069383], [-2.995747, -6.670645, 0.418001], [-4.111907, -7.618997, -0.137839], [-3.697473, -9.044297, 0.237235], [-2.216931, -9.500619, -0.068825], [-1.209503, -8.423849, 0.179785], [0.171976, -8.765310, -0.029458], [-1.889064, -10.732681, 0.877767], [-2.118947, -10.003871, -1.581626], [-0.623324, -6.142862, 0.857497], [-0.360886, -6.798051, -1.955489], [-1.376289, -5.503827, -1.552809], [-2.141403, -7.067930, -2.150259], [-3.006592, -6.712293, 1.507149], [-3.184312, -5.672606, 0.022467], [-4.318439, -7.578208, -1.207320], [-5.072836, -7.487551, 0.359588], [-4.434512, -9.662998, -0.274706], [-3.951101, -9.134709, 1.293458], [-1.467896, -10.373954, 1.816936], [-2.823688, -11.176926, 1.220141], [-1.220141, -11.453821, 0.408073], [-2.968812, -10.457186, -2.091862], [-1.794610, -9.117447, -2.126733], [-1.374512, -10.792400, -1.691823], [0.421378, -6.370909, 0.646087], [-0.919526, -6.368675, 1.881885], [-0.862384, -5.088277, 0.720401], [0.438142, -8.992859, 0.864398], [-4.905431, 4.937574, 0.474434], [-3.688795, 4.825554, -0.627986], [-2.476378, 5.331235, -0.024481], [-1.312064, 5.339533, -0.903436], [-1.035453, 3.759961, -1.282149], [-2.252687, 3.011222, -1.807215], [-3.409681, 3.379860, -0.987349], [-4.599321, 2.705944, -1.285077], [-2.347583, 3.283600, -3.345027], [-2.053417, 1.468368, -1.591630], [-4.125289, 5.721686, -1.799894], [-4.937782, 5.947433, 0.883385], [-4.589227, 4.366017, 1.347027], [-5.894441, 4.734724, 0.063549], [-2.565768, 6.366987, 0.303115], [-2.360847, 4.651820, 0.820002], [-0.342409, 5.677533, -0.537881], [-1.426674, 5.908826, -1.825865], [-0.665776, 3.370941, -0.333413], [-0.303464, 3.696704, -2.087311], [-1.956320, 4.271982, -3.586069], [-1.707698, 2.569209, -3.863013], [-3.370404, 3.120491, -3.684643], [-1.128014, 1.146277, -2.069123], [-2.022802, 1.334885, -0.510272], [-2.854012, 0.915637, -2.083193], [-3.926687, 6.775781, -1.606140], [-5.112773, 5.726097, -2.261359], [-3.580238, 5.571890, -2.731877], [-4.827737, 2.394280, -0.406274], [0.174348, 0.490477, 3.326235], [-0.165053, 1.872162, 3.854844], [-1.537670, 2.308481, 3.212541], [-2.224365, 3.468117, 3.995640], [-2.270353, 3.126348, 5.570621], [-0.800679, 2.917867, 6.140072], [-0.091842, 1.822344, 5.356859], [1.164152, 1.484845, 5.809964], [-0.044718, 4.252008, 6.294231], [-1.065099, 2.322679, 7.475818], [0.877120, 2.842429, 3.268123], [0.284363, 0.476178, 2.241888], [-0.583411, -0.263031, 3.540993], [1.108948, 0.021180, 3.633445], [-1.293486, 2.809835, 2.276000], [-2.130684, 1.432944, 2.948232], [-3.206614, 3.707645, 3.588331], [-1.715853, 4.408878, 3.784726], [-2.842291, 2.214977, 5.744931], [-2.706590, 3.885476, 6.219876], [0.268170, 4.638344, 5.324214], [-0.669706, 5.050853, 6.693383], [0.803372, 4.046383, 6.947356], [-0.113943, 2.167846, 7.985158], [-1.458005, 3.100453, 8.130648], [-1.800237, 1.518204, 7.453726], [1.184920, 2.733786, 2.228149], [1.833670, 2.942161, 3.781123], [0.501626, 3.865309, 3.239561], [0.975610, 0.600031, 6.131134], [7.027646, 0.359332, -4.369540], [5.879730, 1.320036, -4.327975], [4.633663, 0.451770, -4.339781], [3.437716, 0.956576, -3.576676], [3.838434, 1.654533, -2.262634], [4.893620, 2.742494, -2.373669], [5.955694, 2.195242, -3.105483], [7.054536, 2.921419, -2.906325], [4.318407, 3.993030, -3.039348], [5.360946, 3.061266, -0.823259], [5.926892, 2.187666, -5.524025], [7.150561, -0.225097, -3.457716], [7.930727, 0.938541, -4.562104], [6.819229, -0.355208, -5.165836], [4.313174, 0.456639, -5.381586], [4.759975, -0.585887, -4.030905], [2.771115, 0.148194, -3.276243], [2.842560, 1.736783, -4.051190], [4.344497, 0.907866, -1.650674], [3.008426, 2.024918, -1.660962], [3.596875, 4.547747, -2.439532], [5.106324, 4.690815, -3.322896], [3.663389, 3.803662, -3.889764], [4.562685, 3.211425, -0.096397], [6.049205, 2.339771, -0.383000], [5.950715, 3.969804, -0.701445], [5.073467, 2.862330, -5.591923], [6.112851, 1.629119, -6.441375], [6.784847, 2.859894, -5.535451], [7.026814, 3.611176, -3.573465], [1.527104, -0.683727, -1.000957], [0.973568, -1.652013, 0.074773], [-0.360963, -2.099478, -0.406689], [2.263033, -0.118075, -0.429513], [0.784943, -0.103999, -1.549797], [2.084020, -1.220556, -1.768916], [0.791254, -1.315810, 1.095469], [1.587048, -2.548261, 0.166895], [-0.527000, -2.943325, 0.019865]], "atomic_forces_ev_per_a": [[0.2, 0.4, 1.2], [0.1, -0.3, 0.0], [-0.2, -0.8, -1.7], [1.4, -0.4, 0.7], [0.2, 0.4, -0.1], [0.1, -1.4, -0.8], [-1.5, 0.2, 1.3], [-1.4, 0.0, -0.4], [-0.5, 1.2, -0.1], [0.5, 0.5, 0.6], [-0.6, -0.6, -0.6], [0.0, -0.6, 0.1], [-0.6, 0.1, -0.5], [0.1, 0.4, -0.2], [-0.1, 0.2, 0.0], [0.0, 0.3, 0.5], [0.4, 0.5, -0.1], [0.0, 0.5, 0.0], [0.5, -0.7, -0.1], [0.5, -0.2, 0.3], [0.4, 0.2, -0.1], [0.0, -0.4, -0.5], [-0.1, 0.0, 0.1], [-0.6, 0.4, 0.5], [0.0, -0.4, -0.4], [0.4, 0.3, 0.2], [0.0, 0.3, 0.2], [0.5, -0.2, 0.1], [0.2, 0.1, -0.2], [0.2, 0.0, 0.1], [2.1, 0.0, -0.9], [-3.9, -0.6, -1.3], [1.0, 1.5, 2.0], [2.1, -3.3, -2.5], [-0.3, 2.2, 0.3], [-0.3, -0.8, -0.5], [0.2, 1.8, 1.5], [-0.1, -0.1, -0.5], [-0.1, -0.3, 0.7], [0.0, 1.3, -0.3], [0.4, 0.7, -1.7], [0.2, 0.3, -0.4], [-0.5, -0.6, 0.0], [0.3, -0.5, 0.1], [-0.7, 0.0, 0.5], [0.7, 0.3, 0.5], [-0.3, 0.2, 0.7], [-0.5, 0.1, 0.0], [0.1, -0.5, -0.2], [0.4, -0.1, 0.4], [-0.4, 0.1, -0.1], [0.0, -0.1, 0.0], [0.0, 0.3, -0.1], [0.1, 0.1, 0.2], [0.0, -0.5, -0.1], [-0.1, 0.0, 0.3], [0.0, 0.1, 0.5], [-0.6, -0.6, 1.0], [0.7, -0.4, 0.2], [-0.3, -0.4, -0.1], [0.0, -1.2, -0.6], [1.2, 0.3, -0.6], [0.5, 1.1, 1.0], [-0.4, -0.9, 1.6], [1.7, 0.3, -2.0], [-0.9, -0.6, -1.1], [-3.7, 1.3, -1.6], [0.6, 0.1, 0.3], [-0.1, -0.5, -0.6], [0.4, 0.9, 1.7], [0.7, 1.5, -0.1], [-0.3, 0.4, -0.2], [-0.3, 0.1, 0.2], [0.2, 0.5, 0.5], [0.2, -0.5, -0.4], [-0.4, 0.1, 0.5], [-0.3, -0.5, 0.1], [0.6, -0.1, 0.4], [0.1, -0.1, -0.3], [-0.1, 0.3, -0.4], [0.4, -0.2, 0.0], [-0.1, -0.3, 0.4], [0.2, 0.4, -0.1], [0.0, -1.0, 0.0], [-0.5, 0.2, 0.0], [0.6, -0.3, 0.1], [-0.4, -0.8, -0.2], [-0.1, -0.5, 0.5], [-0.3, 0.2, 0.3], [0.5, -0.2, 0.2], [0.9, 0.0, 0.1], [-0.1, 0.4, 2.0], [-1.5, 0.3, -0.4], [-0.6, 1.7, 1.8], [0.6, -0.9, 0.6], [-1.6, 0.4, 1.9], [-0.9, -3.1, 0.3], [2.6, 0.9, -0.7], [-0.7, 0.7, 0.2], [0.3, 0.4, -1.0], [0.4, 1.3, -1.4], [-0.1, 0.2, 0.1], [0.3, -0.4, -0.1], [0.3, 0.1, -0.2], [0.1, -0.6, -0.2], [0.7, 0.1, 0.0], [-0.1, 0.0, -0.4], [-0.1, -0.3, -0.8], [-0.1, -0.3, 0.3], [-0.3, 0.0, -0.3], [0.3, 0.1, 0.7], [0.0, 0.1, -0.1], [0.5, -0.5, -0.5], [-0.6, -0.3, -0.4], [-0.2, -0.6, -0.5], [-0.1, 0.3, -0.7], [-0.3, -0.3, -0.3], [-0.6, -0.2, -0.1], [0.3, 0.1, 0.4], [0.4, 0.7, -0.2], [0.5, -0.9, 1.4], [-2.0, -0.9, -1.5], [1.1, 0.2, 0.2], [0.0, 0.7, -0.5], [-0.1, 0.2, 0.7], [-0.1, -0.3, 0.2], [0.4, 0.8, -0.2], [0.4, 0.1, -0.1], [-0.2, -0.1, 0.0]], "lowdin_charge": [-0.02, -0.49, -0.11, -0.17, -0.15, -0.41, -0.13, -0.01, -0.03, -0.02, -0.03, 0.08, 0.07, 0.07, 0.11, 0.11, 0.10, 0.11, 0.11, 0.11, 0.07, 0.07, 0.07, 0.07, 0.06, 0.06, 0.08, 0.08, 0.06, 0.09, 0.00, -0.46, -0.23, -0.14, -0.10, -0.51, -0.11, -0.01, -0.03, -0.02, -0.04, 0.07, 0.06, 0.07, 0.13, 0.12, 0.11, 0.10, 0.10, 0.11, 0.07, 0.08, 0.08, 0.06, 0.08, 0.08, 0.09, 0.08, 0.06, 0.10, -0.06, -0.46, -0.11, -0.14, -0.09, -0.50, -0.12, -0.01, -0.02, -0.08, -0.05, 0.06, 0.09, 0.08, 0.09, 0.11, 0.09, 0.09, 0.10, 0.11, 0.06, 0.08, 0.08, 0.08, 0.09, 0.09, 0.08, 0.08, 0.06, 0.11, -0.04, -0.52, -0.13, -0.16, -0.16, -0.50, -0.17, 0.01, -0.03, -0.01, -0.05, 0.10, 0.09, 0.09, 0.12, 0.12, 0.08, 0.11, 0.12, 0.11, 0.08, 0.08, 0.07, 0.07, 0.07, 0.06, 0.09, 0.10, 0.08, 0.09, -0.07, -0.24, -0.11, 0.07, 0.06, 0.06, 0.08, 0.10, 0.04], "gap_ha": 0.3090, "total_energy_ha": -2091.943995, "smiles": "CC1(C)CCCC(C)(C)N1O.CC1(C)CCCC(C)(C)N1O.CC1(C)CCCC(C)(C)N1O.CC1(C)CCCC(C)(C)N1O.CCO"}

=====

{"formula": "C8H8O2S", "method": "ωB97M-V/def2-TZVPD", "elements": ["C", "C", "C", "C", "C", "C", "C", "C", "H", "H", "H", "H", "H", "H", "H", "H", "O", "O", "S"], "xyz": [[0.612555, -1.429841, -2.819310], [1.007964, -0.446001, -1.984040], [-0.316898, 0.285957, 0.432819], [-1.468812, 0.263031, -0.206292], [-2.528514, 1.060379, 0.292556], [-2.227407, 1.853380, 1.417895], [-0.946979, 1.898914, 2.028868], [0.045125, 1.121794, 1.452734], [0.388283, -2.300194, -2.422038], [0.647780, -1.416085, -3.850852], [1.336843, 0.477238, -2.420600], [-1.597460, -0.553705, -1.166512], [-3.679466, 0.983636, -0.072350], [-2.951156, 2.565202, 1.983934], [-0.996095, 2.431241, 2.910835], [0.856553, 0.959304, 1.897814], [2.319924, -0.213319, 0.323135], [0.661035, -2.127888, 0.028046], [1.067801, -0.753916, -0.210065]], "atomic_forces_ev_per_a": [[1.7, 4.1, 1.7], [-0.4, -1.5, -1.3], [4.2, -0.5, -0.7], [-4.1, -2.2, -3.6], [-2.0, 0.0, 0.2], [-0.7, 1.3, 0.8], [-1.8, -1.6, -3.0], [-6.7, 1.3, -1.1], [-1.3, -4.2, 2.0], [0.0, 0.7, -2.0], [0.2, 0.6, 0.5], [0.1, 2.6, 2.9], [3.2, 0.2, 0.6], [0.7, -1.6, -1.6], [1.1, 1.1, 1.7], [7.0, -0.8, 3.3], [-1.4, -0.7, -0.7], [0.6, 0.7, -0.4], [-0.3, 0.6, 0.5]], "lowdin_charge": [0.04, -0.19, -0.31, -0.11, -0.08, -0.09, -0.04, -0.04, 0.01, 0.05, 0.09, 0.19, 0.15, 0.13, 0.08, 0.04, -0.32, -0.32, 0.73], "gap_ha": 0.3790, "total_energy_ha": -858.177137, "smiles": "C=CS(=O)(=O)c1ccccc1"}